# 1
Here is a structure of composition C3H6S4 in a non-equilibrium geometry from the OMol25 dataset. Energies are from ωB97M-V/def2-TZVPD.

XYZ file:
```
13
C3H6S4, DFT ωB97M-V/def2-TZVPD
S -1.73 -1.05 0.10
H 0.84 1.51 -1.01
H -0.63 1.24 0.40
H -1.82 1.00 -1.09
C 1.49 -0.45 -0.03
S 2.52 -1.85 -0.33
C -0.31 -0.60 -0.77
H 3.66 -1.47 0.32
H 1.86 -1.12 2.22
C -1.12 0.58 -0.38
H -0.15 -0.66 -1.80
S 2.13 1.01 -0.75
S 1.14 -0.10 1.81
```

HOMO: -8.84 eV
Energy: -46546.367 eV
LUMO energy: 0.5 eV
Multiplicity: 1
Energy relative to the best compared isomer or geometry (same formula, charge and spin): 44.6 kcal per mole

---

# 2
Here is a cluster of 10 separate species, C20H60O20 in total in a non-equilibrium geometry from the OMol25 dataset. Energies are from ωB97M-V/def2-TZVPD.

XYZ file:
```
100
C20H60O20, DFT ωB97M-V/def2-TZVPD
H -2.31 -2.36 -0.32
O -1.16 -1.29 3.13
O 5.22 1.33 0.69
H -2.81 1.48 0.49
O 1.30 2.44 2.86
H -3.58 2.65 5.51
H -0.63 -0.17 -1.05
C 0.15 0.59 -1.19
H -1.32 1.83 4.09
C -2.10 -0.70 -4.39
H 2.68 4.06 1.11
O 4.51 3.64 1.73
O 1.74 -1.55 -3.13
H -1.88 0.88 -3.05
C -2.58 0.21 -3.28
O -3.32 0.90 -0.07
H -0.17 1.80 1.38
C 2.64 2.42 2.50
H -3.47 -2.14 2.23
H -2.83 -2.11 -5.53
H 0.97 -0.20 -5.04
H 4.98 3.34 2.51
C -2.66 3.16 5.24
H 2.81 0.18 -5.16
C -0.21 1.91 -0.59
C 3.80 1.29 -1.18
O -5.39 -0.72 0.36
O -0.82 1.88 0.69
H 0.97 0.12 -0.64
H -1.74 -4.69 -0.37
O -1.71 3.04 6.28
O -0.16 -2.54 -0.43
H -2.92 4.16 5.08
H 0.67 -2.13 -0.56
H -0.51 -5.26 -1.53
C 5.30 1.33 -0.72
H -4.94 1.76 0.81
C 3.16 3.75 2.01
H 1.24 -1.82 2.28
H -2.86 0.02 -1.38
H -4.64 2.29 -0.86
H -1.87 -0.16 -5.37
H 3.11 -1.92 -0.56
H 2.75 1.71 1.65
H 1.55 -2.61 -4.89
C -5.51 0.21 -0.67
H -0.98 2.41 -1.23
H -1.44 3.40 3.42
H -0.09 -3.76 1.03
H 3.39 -2.51 1.66
C 2.00 -0.59 -5.31
H 0.62 2.66 -0.58
H -3.42 0.84 -3.58
H -1.65 -0.85 3.82
O 0.60 0.77 -2.49
H 5.74 0.42 -1.14
H -2.39 -0.11 1.82
H -5.30 -0.19 -1.61
C 0.15 -3.85 0.06
H -2.07 2.86 7.18
H -1.13 -1.24 -4.12
H 3.19 2.15 -0.81
H -3.08 1.13 3.48
H 4.67 2.05 1.01
O -2.77 -0.60 -2.13
O 3.64 1.33 -2.58
H 1.51 -0.15 1.83
H -2.09 -3.18 1.99
H 5.74 2.35 -1.00
C -1.99 2.65 3.96
O -3.08 -1.57 -4.78
O 2.40 -1.76 0.03
O 2.15 -1.15 -6.64
O 2.61 -0.63 3.37
H -4.53 -1.04 0.43
C 2.20 -1.83 -4.43
H -1.24 -6.06 1.08
H 3.19 1.95 3.33
H 2.00 -2.31 -2.59
H -0.93 -0.82 1.20
H 3.01 4.57 2.74
O -3.08 -2.41 0.30
H 2.99 -1.64 -6.69
O -2.99 2.04 3.19
C -1.74 -1.01 1.88
O -0.51 -6.07 0.42
C -0.68 -4.97 -0.41
H 1.89 -0.15 3.81
H -6.57 0.55 -0.63
H 3.96 -0.92 1.30
C 3.07 -1.60 1.27
H 1.01 -0.06 -2.79
H 1.24 -4.05 0.15
C -2.63 -2.26 1.64
C 1.98 -1.03 2.17
H 2.69 1.44 -2.70
H 3.24 -2.19 -4.65
H 3.28 0.43 -0.79
C -4.62 1.38 -0.14
H 1.35 3.11 3.54
```

HOMO: -9.20 eV
SMILES string: OCCO.OCCO.OCCO.OCCO.OCCO.OCCO.OCCO.OCCO.OCCO.OCCO
Energy: -62654.779 eV
LUMO energy: 0.1 eV
Multiplicity: 1
Energy relative to the best compared isomer or geometry (same formula, charge and spin): 105.3 kcal per mole

---

# 3
Here is a structure of composition C52H84CdF21O29 in a non-equilibrium geometry from the OMol25 dataset. Energies are from ωB97M-V/def2-TZVPD.

XYZ file:
```
187
C52H84CdF21O29, DFT ωB97M-V/def2-TZVPD
H -0.35 -7.13 -3.40
C 1.48 -0.99 -2.26
C 2.36 4.67 -2.73
H 5.69 0.57 -1.69
O -0.63 -3.74 5.55
C -4.29 -0.05 2.54
H 3.41 -4.98 -0.44
H -3.25 -1.19 -2.57
C -0.34 0.60 5.74
C 2.22 5.64 1.15
F -1.58 0.33 -4.52
H -2.53 5.40 0.41
C -1.04 5.48 -5.54
C 6.03 0.39 0.39
O 1.55 3.02 4.03
H 1.89 -7.77 -1.94
H 0.83 -2.24 1.56
O 2.43 -6.52 0.28
H -4.53 4.42 -2.30
H 7.64 4.71 -0.46
C -4.94 -2.27 1.75
H 1.83 3.64 1.79
H -0.18 -4.03 3.11
H -0.94 -0.07 5.13
O -1.40 -0.22 -7.96
H 0.54 8.37 -5.39
C 5.85 3.98 -1.50
H -3.88 -0.81 -4.14
O 1.58 6.60 1.92
H 3.44 4.80 2.68
O 4.62 0.49 0.54
H -0.89 1.52 5.99
H 2.38 -6.19 -2.70
C 1.75 -7.07 -2.77
C -3.22 1.00 2.66
F -2.81 -4.22 -0.24
O 1.71 -5.63 2.16
H -3.56 -5.42 7.22
O -2.24 4.01 -4.02
O -0.73 6.79 -5.95
H -4.64 -2.89 0.90
H -4.84 -4.28 6.70
O 2.92 3.74 5.73
C -1.62 -3.63 4.49
H 1.22 -0.51 -3.20
F 4.80 -1.19 2.67
C 6.55 4.79 -0.40
C 0.29 6.26 2.22
O -3.20 5.67 -1.50
H -0.61 0.89 -2.40
F -7.04 1.26 -2.55
F -2.86 1.21 3.90
O -1.45 -1.65 -6.15
F -2.18 0.71 1.95
H 4.03 3.35 -3.14
C -1.57 -0.38 -6.76
H 2.00 -7.56 -3.71
H -1.51 -5.39 6.39
C 0.59 2.01 3.85
F 1.64 4.14 -3.70
H -3.84 3.72 -0.96
H 4.28 6.10 1.91
H -5.94 -1.91 1.52
C -2.08 -5.34 -0.23
O 1.09 0.11 -1.38
C 0.37 -6.42 -2.98
H -3.93 -3.75 3.08
O 0.14 4.96 1.90
O -5.41 0.14 2.99
H -0.91 -0.17 -0.95
H -2.13 6.12 -3.77
H 1.25 6.81 -5.32
F 1.61 5.15 -1.80
H -1.85 5.21 -6.21
F 5.92 0.51 3.34
H -2.20 -4.55 4.38
C -5.04 0.33 -1.73
C 2.12 2.90 5.24
C -3.56 4.36 -1.81
H -0.68 -4.13 -5.15
C -1.15 -2.82 -6.94
H -0.13 0.09 6.68
F 3.01 5.69 -3.42
F -1.11 -5.22 0.65
C -0.28 0.59 -1.40
C 0.17 -1.47 1.95
O -4.01 0.54 -1.08
C -1.61 0.80 -5.74
H 3.69 -4.55 3.38
H 6.37 5.85 -0.56
H 4.23 -5.70 0.89
C -1.43 -5.52 -1.68
C 6.13 -0.16 -1.02
H -5.69 -3.98 2.89
C 0.91 1.03 4.98
H 0.25 2.54 -1.10
H 0.11 1.81 0.50
C -0.18 -3.68 -6.01
H 7.19 -0.29 -1.25
C 3.35 -3.92 2.56
H -0.59 -2.54 -7.83
H -0.72 5.36 -3.34
C 4.11 0.91 1.79
C 3.47 3.64 -2.24
H 6.34 4.64 0.66
C -1.51 5.27 -4.08
H -4.59 -4.52 8.38
H -1.44 -2.67 7.80
H -0.07 -4.79 7.21
O 3.09 2.53 -1.45
H 4.16 4.56 1.13
H -2.16 6.94 -0.36
H -0.65 -1.29 1.26
O 4.43 4.29 -1.43
H 0.80 1.52 2.91
H 6.34 4.14 -2.46
Cd 2.94 0.63 -0.61
H -2.05 -3.93 8.72
C 2.45 -4.56 1.51
O -0.16 -5.95 -1.73
F -2.96 -6.36 -0.04
H -0.45 2.32 3.84
H -4.95 -3.30 -2.64
O -5.23 -0.64 -2.71
F 0.46 -2.68 -0.83
H 5.54 -1.06 -1.23
C 4.69 0.12 3.00
O -3.23 -3.38 7.17
H -1.28 2.36 -0.38
C 1.60 -6.72 1.36
F 3.94 0.17 4.12
C -2.21 5.86 -0.53
H 5.97 2.94 -1.19
F -0.56 -2.09 -2.71
O 2.73 0.92 1.49
C 3.59 5.28 1.71
O -3.98 -1.21 1.89
C -4.05 -4.47 7.43
H -1.24 5.51 -0.89
H -0.21 4.83 -5.80
H -1.59 3.61 -2.16
H -5.33 -2.77 -4.28
C -6.36 1.09 -1.46
C -1.94 -3.62 7.68
H 6.45 -0.41 1.00
H 0.40 -5.59 -3.69
F -0.64 1.64 -6.00
F -2.75 1.43 -5.83
C -0.95 -3.26 3.20
F -3.76 2.09 2.10
O -2.16 -5.28 -2.70
H 1.90 -3.84 0.90
O 2.86 -0.95 -2.04
H 2.87 -3.07 3.05
O 1.75 1.77 5.81
H 0.54 -2.96 -5.61
O -0.36 -1.95 3.19
H 1.03 4.10 0.28
F 1.17 -3.37 -2.72
H -5.06 -2.70 3.87
C 0.30 7.33 -5.18
H 0.15 -4.49 -6.65
H 2.24 6.03 0.13
H -3.78 -3.38 -3.91
H 6.49 1.38 0.45
C -0.33 1.84 -0.50
F -6.06 2.27 -0.84
C 0.63 -2.32 -2.10
C -2.56 3.57 -2.64
H -2.06 -3.37 -7.18
F -7.08 0.43 -0.57
O -0.55 6.95 2.76
H -1.64 -3.44 2.37
C -4.12 -1.34 -3.21
H -2.34 -2.84 4.69
H 4.41 1.96 1.79
H 4.29 -3.62 2.10
C 3.23 -5.45 0.53
O 0.97 -7.79 1.54
H 1.43 0.15 4.62
H 0.01 7.34 -4.13
C -4.89 -3.25 2.94
C -4.57 -2.75 -3.50
C -1.01 -4.48 6.74
C 1.29 4.44 1.28
H -2.95 2.56 -2.77
H 0.66 -0.50 2.01
```

HOMO: -6.49 eV
Energy: -176292.229 eV
Net charge: -1
LUMO energy: 1.8 eV
Multiplicity: 1

---

Question: The lowest HOMO belongs to which entry?
Answer: C20H60O20